# 1
C4H13N2O | wB97M-V/def2-TZVPD

The geometry in XYZ format:
```
20
Properties=species:S:1:pos:R:3:forces:R:3:mulliken_charge:R:1
C -0.281921 -1.176898 0.781419 0.879 -1.391 -1.431 -0.996
C 0.575719 -1.379582 -1.513567 -0.311 0.690 -3.553 -0.796
C 1.699955 0.177666 0.036156 0.034 1.457 -0.865 -0.713
C -1.610725 1.901418 1.203163 -1.523 -3.603 0.687 -0.479
N -0.679219 0.450656 -0.829635 0.320 2.692 3.351 -0.468
N 0.377691 -0.446378 -0.392983 -0.790 -0.512 1.545 0.497
O -0.476258 1.652690 0.458103 1.578 -1.466 -3.318 -0.333
H -0.592105 -0.459191 1.510999 0.014 0.124 0.317 0.329
H -1.084178 -1.764591 0.331409 -0.284 0.425 0.289 0.388
H 0.446708 -1.922358 1.122118 -0.034 0.504 0.313 0.441
H 1.461717 -1.093217 -2.200424 -1.451 -0.432 1.431 0.349
H 0.607349 -2.378219 -1.191892 0.757 -1.219 0.806 0.339
H -0.346315 -1.424564 -2.186483 0.975 0.599 0.974 0.368
H 2.456743 -0.317542 -0.588846 -0.027 0.233 0.818 0.331
H 1.568205 1.219308 -0.295141 0.602 -0.344 0.073 0.351
H 1.926124 0.260571 1.125211 -0.598 -0.764 -0.906 0.309
H -2.319431 2.534938 0.754630 -0.908 0.767 -0.936 0.243
H -1.356766 2.360841 2.169348 0.511 -0.444 -0.234 0.237
H -2.059259 0.821866 1.329145 0.010 2.346 0.498 0.271
H -0.314032 0.982587 -1.622729 0.244 0.338 0.140 0.329
```
Forces are in eV/Å.

The calculation puts the relative energy (zero: lowest compared OMol25 entry of this formula, charge and spin) at 636.4 kJ/mol. The value obtained for the LUMO energy (alpha / beta) is -4.47 / -4.47 eV. The total charge is +1. Its total energy is -9374.9880 eV. For the HOMO energy (alpha / beta), the calculation gives -14.75 / -14.75 eV. The calculation puts the orbital gap (alpha / beta) at 10.29 / 10.29 eV.


# 2
C52H45N4O7S9SbSc | wB97M-V/def2-TZVPD

The geometry in XYZ format:
```
119
Properties=species:S:1:pos:R:3:forces:R:3:mulliken_spin:R:1
Sc 0.652265 -0.209799 0.259958 -0.892 0.548 -2.774 0.038
S -2.307938 -3.744576 -1.207945 -0.096 -0.226 0.257 0.001
Sb -1.281128 -3.092382 0.721037 -0.422 -0.268 -0.384 0.004
S -1.788681 -0.703634 0.797442 -0.236 -0.120 -0.076 -0.008
S 1.155084 -2.779599 -0.139193 -0.617 0.407 -0.369 -0.005
C 5.918120 -1.261656 3.768252 0.018 0.050 -0.066 0.000
C 5.056021 -0.370369 2.914826 -0.059 -0.174 -0.087 0.000
C 4.998656 1.005685 3.109825 0.058 0.036 -0.098 0.000
C 4.176053 1.782751 2.318730 -0.006 0.201 0.053 0.000
C 3.437642 1.207252 1.294156 -0.343 -0.173 -0.141 -0.008
C 3.517084 -0.154719 1.056190 0.167 0.037 -0.323 0.010
C 4.314875 -0.935923 1.883032 0.133 0.439 0.131 0.002
S 2.550402 2.399297 0.255274 0.813 0.020 -0.819 0.019
O 3.682678 3.183037 -0.312942 0.105 0.199 -0.082 -0.003
O 0.227483 1.704294 1.367445 -0.421 0.135 0.501 -0.020
N 1.893585 1.289207 -0.799111 0.227 -0.473 1.290 0.003
C 1.599714 1.622733 -2.098283 -0.626 0.327 -1.194 0.031
C 2.236763 2.619701 -2.858337 0.131 -0.080 0.321 0.043
C 1.924630 2.814996 -4.194629 0.029 0.136 -0.146 0.007
C 0.965110 2.053591 -4.831710 -0.014 -0.029 0.109 0.021
C 0.245940 1.092795 -4.096301 0.054 -0.283 0.156 -0.077
C -0.819051 0.326137 -4.652156 0.156 0.360 -0.682 0.490
C -1.542295 -0.532579 -3.836291 0.030 -0.225 0.999 -0.031
C -1.214297 -0.639025 -2.492313 -0.725 -0.352 -0.986 0.162
N -0.182064 0.025385 -1.933394 1.111 -0.190 1.480 0.175
C 0.549521 0.882006 -2.721702 0.294 0.630 -0.104 -0.018
H 6.968030 -0.966808 3.706729 0.025 0.001 0.036 0.000
H 5.829052 -2.291079 3.424666 0.032 -0.057 0.059 0.000
H 5.620264 -1.214697 4.819478 0.008 -0.018 0.019 0.000
H 5.624720 1.472877 3.863726 -0.058 0.010 0.080 0.000
H 4.135609 2.858550 2.451919 0.024 0.030 0.013 0.000
H 3.083272 -0.604015 0.146172 0.233 0.130 0.490 -0.001
H 4.423575 -1.979174 1.692128 0.000 -0.470 -0.119 0.000
H 2.999784 3.214417 -2.383992 0.080 0.007 -0.067 0.027
H 2.457970 3.580652 -4.748949 0.029 -0.002 0.005 0.007
H 0.750981 2.184132 -5.887265 -0.038 0.014 -0.011 -0.008
H -1.040298 0.440307 -5.709045 -0.020 -0.042 0.009 0.053
H -2.357110 -1.132591 -4.219127 -0.043 0.000 0.024 -0.001
H -1.807040 -1.279239 -1.853967 0.139 0.021 0.010 0.058
C 2.541767 7.710287 0.960377 -0.005 -0.074 -0.034 0.000
C 1.652742 6.517018 1.174148 -0.126 0.046 -0.025 -0.001
C 1.981128 5.529965 2.097729 -0.022 -0.013 0.027 -0.002
C 1.199468 4.397273 2.235276 -0.083 0.025 0.165 0.001
C 0.048611 4.267216 1.476465 -0.261 0.017 0.001 0.001
C -0.312602 5.252470 0.572132 -0.182 -0.184 -0.064 -0.003
C 0.490106 6.370752 0.422723 0.086 0.034 0.055 0.005
S -0.880165 2.728523 1.443542 0.698 0.304 -0.019 0.001
O -3.512121 2.656172 -0.115181 -0.623 0.254 0.548 -0.002
C -1.629369 2.787045 3.092287 0.214 0.024 0.640 0.001
C -2.976920 3.165370 2.930935 -0.320 0.100 -0.077 0.001
C -3.798482 3.345699 4.003331 0.165 -0.034 0.012 0.000
C -3.320398 3.103018 5.308822 0.305 -0.019 -0.141 0.000
C -4.153101 3.241652 6.438731 -0.143 0.011 0.429 0.000
C -3.695427 2.963545 7.699604 -0.285 0.122 -0.294 0.000
C -2.385403 2.492937 7.871617 0.365 -0.113 -0.128 0.000
C -1.554495 2.341751 6.792601 -0.006 0.039 0.349 0.000
C -1.972674 2.683991 5.483619 -0.221 -0.179 -0.128 -0.001
C -1.098681 2.551345 4.354311 -0.358 0.195 -0.555 -0.001
C 0.299937 2.126996 4.624716 0.294 -0.459 -0.132 0.001
C 1.169040 2.956386 5.397275 0.237 -0.098 -0.152 0.000
C 0.833037 4.287215 5.736381 0.014 0.186 0.207 0.000
C 1.675377 5.054499 6.496499 -0.294 -0.022 -0.153 0.000
C 2.901716 4.534166 6.942089 0.202 -0.198 0.008 0.000
C 3.279679 3.269649 6.579906 0.084 0.181 0.165 -0.001
C 2.438430 2.452448 5.791569 -0.335 0.076 -0.006 0.000
C 2.825102 1.154302 5.390810 -0.161 -0.159 -0.068 0.000
C 2.017698 0.408774 4.581269 0.333 -0.187 0.329 0.001
C 0.753062 0.887239 4.222116 -0.282 0.398 -0.055 -0.001
S -0.284916 -0.035626 3.059395 -0.454 -0.407 1.527 0.003
O 0.790080 -0.706020 2.222491 0.533 -0.170 1.224 0.011
C -0.849097 -1.374783 4.124080 -0.005 -0.006 -0.313 -0.001
C -0.132577 -2.554727 4.202368 0.112 0.094 -0.050 0.001
C -0.733294 -3.685144 4.735407 0.014 0.058 0.130 0.000
C -2.050661 -3.654164 5.174473 0.128 -0.022 0.036 0.000
C -2.742820 -4.917388 5.607324 -0.010 0.077 -0.011 0.000
C -2.736319 -2.440327 5.143289 0.017 0.028 0.064 0.000
C -2.145458 -1.306487 4.616744 0.010 0.177 -0.042 0.001
H 3.388854 7.693326 1.644030 0.002 0.050 0.030 0.000
H 1.988352 8.640925 1.099081 0.035 0.020 0.022 0.000
H 2.935087 7.704872 -0.057275 0.017 0.014 -0.013 0.000
H 2.878110 5.631824 2.695901 0.054 -0.021 -0.018 -0.001
H 1.486219 3.610336 2.916523 0.087 -0.041 -0.043 0.002
H -1.204639 5.118240 -0.028682 0.001 0.004 -0.074 -0.002
H 0.228628 7.124303 -0.310450 -0.019 0.013 -0.007 0.001
H -3.344924 3.284790 1.917099 -0.057 -0.047 -0.084 -0.001
H -4.830341 3.639494 3.860976 -0.031 0.012 -0.013 0.000
H -5.175656 3.567139 6.289536 -0.011 0.023 -0.024 0.000
H -4.342395 3.086222 8.559204 -0.031 -0.010 -0.024 0.000
H -2.029952 2.238624 8.862284 0.008 -0.033 -0.017 0.000
H -0.559776 1.948615 6.944197 0.020 0.015 0.009 0.000
H -0.105295 4.697041 5.385852 -0.018 0.006 0.007 0.000
H 1.396916 6.068043 6.755556 -0.017 0.011 -0.022 0.000
H 3.547385 5.141273 7.564374 0.041 -0.007 -0.036 0.000
H 4.237189 2.874535 6.897639 0.015 -0.030 -0.014 0.000
H 3.783908 0.772440 5.715427 0.057 -0.013 -0.064 0.000
H 2.329107 -0.562987 4.217743 0.072 0.022 -0.062 0.000
H 0.864235 -2.605419 3.786025 0.019 -0.042 -0.060 -0.001
H -0.171796 -4.610287 4.766609 -0.027 -0.048 -0.057 0.000
H -2.036256 -5.742649 5.679919 -0.008 -0.019 0.019 0.000
H -3.501326 -5.187501 4.870224 -0.018 -0.054 0.020 0.000
H -3.241230 -4.796305 6.570471 -0.008 0.003 0.017 0.000
H -3.759465 -2.396061 5.497475 -0.030 0.013 -0.015 0.000
H -2.694615 -0.374649 4.543871 -0.103 -0.027 -0.075 0.000
O 4.082735 -3.167807 -0.442345 -0.035 0.129 0.076 0.000
S 3.782116 -4.228777 0.496382 0.757 -0.820 -0.087 0.001
O 3.391034 -5.487945 -0.094012 -0.113 0.019 -0.131 0.000
O 4.761045 -4.373676 1.570333 -0.259 0.291 0.226 0.000
S 2.044844 -3.543563 1.544269 0.352 -0.010 0.207 0.003
C -4.363836 4.945547 -3.207522 0.245 -0.018 -0.113 0.000
N -3.709842 4.152929 -2.200364 -0.163 -0.339 0.329 0.001
C -2.749630 3.240039 -2.420536 0.358 0.249 -0.281 0.009
N -2.016143 3.263178 -3.548936 -0.324 -0.066 0.367 0.012
S -2.504874 2.131015 -1.144508 0.159 -0.060 -0.706 0.005
H -5.218262 5.439727 -2.751183 -0.003 0.020 -0.036 0.000
H -4.721539 4.340212 -4.048962 -0.018 0.029 0.020 0.000
H -3.688601 5.715807 -3.591728 -0.059 0.003 -0.053 0.000
H -4.190146 3.898151 -1.329975 -0.005 0.132 0.009 0.000
H -2.394875 3.721092 -4.359081 0.084 -0.051 -0.075 -0.001
H -1.362131 2.500906 -3.709240 0.058 0.018 -0.139 -0.018
```
Forces are in eV/Å.

The calculation puts the relative energy (zero: lowest compared OMol25 entry of this formula, charge and spin) at 34.5 kJ/mol. The value obtained for the LUMO energy (alpha / beta) is 2.99 / 2.99 eV. The total charge is -2. The expectation value of S² is 0.77. Its total energy is -199708.4839 eV. For the HOMO energy (alpha / beta), the calculation gives 0.40 / -1.94 eV. The calculation puts the orbital gap (alpha / beta) at 2.59 / 4.93 eV. Its multiplicity is 2.